<one>
Density functional theory data (ωB97M-V with the def2-TZVPD basis set) for C2H4N2S2 in the gas phase.

```
10
Properties=species:S:1:pos:R:3:mulliken_charge:R:1
S 2.48776 -0.72054 -0.01799 -0.094
S -0.66191 1.14256 -0.01980 0.032
N 2.15575 0.92111 0.00220 -0.390
N -0.75847 -0.56535 0.00554 -0.307
C 1.02926 1.54644 0.00794 0.043
C -1.91251 -1.08657 -0.00281 -0.309
H -1.94909 -2.14787 0.01568 0.259
H 1.17378 2.62975 0.01559 0.311
H -2.81798 -0.53707 -0.04693 0.235
H 1.25341 -1.18246 0.04059 0.222
```

Summary:
Structure (SMILES): C=NS/C=N\S
Frontier orbital gap: 8.83 eV

<two>
Density functional theory data (ωB97M-V with the def2-TZVPD basis set) for C2H4N2S2 in the gas phase.

```
10
Properties=species:S:1:pos:R:3:mulliken_charge:R:1
S 0.86123 0.12259 -0.89320 -0.045
S -0.95671 -1.73226 0.41419 -0.264
N 0.57493 2.08831 1.25489 -0.636
N -0.46344 1.01091 -0.55856 -0.282
C -0.40819 1.79957 0.52899 0.262
C 0.55582 -1.44779 -0.21874 -0.137
H -1.39277 0.62773 -0.74614 0.330
H 1.30203 -2.33901 -0.23482 0.299
H 1.51685 1.60413 1.23166 0.264
H -1.56466 2.05662 0.67760 0.210
```

Summary:
Structure (SMILES): [H]/N=C\NSC=S
Frontier orbital gap: 8.52 eV

Of them, <one> has the lowest stability.

<one>
Density functional theory data (ωB97M-V with the def2-TZVPD basis set) for 2 unconnected molecules or ions with the total composition C2H4N2S2.

```
10
Properties=species:S:1:pos:R:3:mulliken_charge:R:1
S -3.98433 2.59580 0.14314 -0.128
S -3.23104 -1.43779 -0.10203 -0.122
N -3.63881 1.10114 0.14098 0.051
N -3.75389 -0.02792 -0.03497 0.213
C 0.47022 -0.03429 0.00012 -0.508
C -0.11238 -1.20530 -0.23972 -0.390
H 0.18978 0.46958 0.98478 0.171
H 0.18152 -1.80700 -1.07914 0.238
H -0.88572 -1.49366 0.46306 0.242
H 1.38099 0.52323 -0.42352 0.234
```

Summary:
Structure (SMILES): S=NN=S.C=C
Frontier orbital gap: 7.64 eV

<two>
Density functional theory data (ωB97M-V with the def2-TZVPD basis set) for 2 unconnected molecules or ions with the total composition C2H4N2S2.

```
10
Properties=species:S:1:pos:R:3:mulliken_charge:R:1
S 0.80327 -0.28962 1.79518 -0.256
S -0.99660 0.03920 -0.53511 -0.135
N 1.50589 -1.38241 -1.80108 -0.327
N -0.68022 -0.11417 1.21351 -0.006
C -1.77762 -0.08556 1.81942 -0.277
C 1.35407 -2.04293 -2.72658 0.085
H 1.02109 -2.50633 -3.65127 0.265
H -2.74386 0.38538 1.31069 0.187
H -1.76646 -0.34420 2.86780 0.285
H 0.20270 0.52066 -0.96328 0.178
```

Summary:
Structure (SMILES): C=[N+]([S-])S.C#N
Frontier orbital gap (spin up / spin down): 8.23 / 8.23 eV

Of them, <one> has the lowest stability.

<one>
Density functional theory data (ωB97M-V with the def2-TZVPD basis set) for 2 unconnected molecules or ions with the total composition C2H4N2S2.

```
10
Properties=species:S:1:pos:R:3:mulliken_charge:R:1
S -0.43780 -1.42737 -0.05309 0.087
S -1.19674 1.40650 0.06337 -0.269
N 2.40088 0.95567 -0.08082 -0.570
N 0.95648 -0.65956 0.75404 -0.461
C -1.61719 -0.24585 -0.33837 -0.141
C 1.65514 -0.10962 -0.28765 0.100
H 1.53763 -0.47814 -1.34177 0.325
H 0.45535 0.47914 1.55717 0.338
H -2.68359 -0.56651 -0.38638 0.333
H 3.11417 0.95942 -0.94990 0.258
```

Summary:
Frontier orbital gap: 8.08 eV

<two>
Density functional theory data (ωB97M-V with the def2-TZVPD basis set) for 2 unconnected molecules or ions with the total composition C2H4N2S2.

```
10
Properties=species:S:1:pos:R:3:mulliken_charge:R:1
S 0.24957 1.50727 -0.51564 -0.157
S -1.23745 0.88070 0.69081 -0.043
N -2.91643 -1.10000 0.04031 -0.574
N 3.28624 0.11796 0.29016 -0.404
C -2.00454 -0.30384 -0.30124 0.099
C 2.14896 0.46332 0.67370 -0.073
H -3.51005 -1.59450 -0.59917 0.253
H 2.19130 0.35915 1.80999 0.313
H -1.64204 -0.38567 -1.35124 0.310
H 3.43444 0.05561 -0.73768 0.276
```

Summary:
Frontier orbital gap (spin up / spin down): 7.55 / 7.55 eV

<three>
Density functional theory data (ωB97M-V with the def2-TZVPD basis set) for C2H4N2S2 in the gas phase.

```
10
Properties=species:S:1:pos:R:3:mulliken_charge:R:1
S -0.25863 0.76560 1.36397 -0.022
S -0.58099 0.95309 -1.54439 0.030
N 0.68752 -0.16462 -1.44995 -0.417
N 0.77979 -0.49841 0.92274 -0.281
C -1.46570 0.57763 0.02576 -0.594
C 1.28781 -0.56574 -0.40995 0.076
H 2.26683 -1.08736 -0.56166 0.320
H -1.83674 -0.45537 0.01908 0.310
H 1.41291 -0.81968 1.63333 0.263
H -2.29280 1.29483 0.00107 0.314
```

Summary:
Structure (SMILES): C1=NSCSN1
Frontier orbital gap: 8.55 eV

Of them, <one> has the lowest stability.

<one>
Density functional theory data (ωB97M-V with the def2-TZVPD basis set) for 7 unconnected molecules or ions with the total composition H15NO6.

```
22
Properties=species:S:1:pos:R:3:mulliken_charge:R:1
O -0.16688 -1.99224 -1.90290 -0.764
O 1.98705 -0.56536 -1.25127 -0.617
O -2.51436 -1.03769 0.03726 -0.693
O 2.26200 0.22290 1.74689 -0.625
O -1.29634 -1.15539 2.42337 -0.648
O -1.61664 1.36884 -0.18143 -0.647
N 1.14379 1.88767 -0.24405 -0.719
H 2.69831 -0.74073 -1.87016 0.252
H -1.35657 -0.26869 2.03836 0.309
H 1.43709 2.56594 0.43094 0.217
H 1.20088 -1.12353 -1.42656 0.397
H 1.59740 -0.19012 1.20587 0.336
H -3.37758 -0.93019 -0.37914 0.278
H -1.96564 2.17467 0.18982 0.245
H 2.63569 1.05994 1.49328 0.300
H -0.67243 1.29416 -0.41594 0.418
H -0.87440 -1.54440 -1.39655 0.381
H -2.07347 -1.61234 2.06547 0.332
H -2.15237 -0.10630 0.07787 0.435
H 0.09968 -2.65446 -1.23733 0.357
H 1.77775 1.08484 -0.23260 0.203
H 1.22704 2.26243 -1.17122 0.253
```

Summary:
Structure (SMILES): N.O.O.O.O.O.O
Frontier orbital gap: 11.12 eV

<two>
Density functional theory data (ωB97M-V with the def2-TZVPD basis set) for 7 unconnected molecules or ions with the total composition H15NO6.

```
22
Properties=species:S:1:pos:R:3:mulliken_charge:R:1
O -0.33066 -1.08113 -3.32068 -0.599
O -1.25098 0.00238 1.55325 -0.632
O -4.92928 0.94808 -0.09336 -0.631
O 2.70422 -1.80837 0.07712 -0.616
O -0.61257 0.90074 -1.07891 -0.631
O 1.85639 -2.18083 3.21860 -0.627
N 1.73794 2.07664 0.61265 -0.741
H -5.36372 1.67010 0.34150 0.317
H -0.53944 0.61262 -1.99989 0.325
H 2.23525 -2.91109 2.71912 0.303
H 1.06857 2.83386 0.72427 0.241
H 0.36959 -1.41623 -3.86571 0.296
H -2.16882 -0.02449 1.26581 0.298
H 2.57127 -2.67646 -0.25683 0.304
H 2.00988 -1.28235 -0.33174 0.305
H -4.01032 1.20324 -0.13172 0.310
H 1.71377 -1.42881 2.67036 0.322
H -1.10041 -1.62155 -3.45053 0.299
H 0.22112 1.29770 -0.86909 0.304
H 2.21517 2.14538 1.50791 0.246
H -0.80413 0.35567 0.79480 0.382
H 2.40715 2.38491 -0.08694 0.222
```

Summary:
Structure (SMILES): N.O.O.O.O.O.O
Frontier orbital gap: 10.88 eV

<three>
Density functional theory data (ωB97M-V with the def2-TZVPD basis set) for 7 unconnected molecules or ions with the total composition H15NO6.

```
22
Properties=species:S:1:pos:R:3:mulliken_charge:R:1
O -0.58113 0.72406 -1.72270 -0.626
O -0.31749 -1.36273 1.87284 -0.704
O -0.23169 -1.72852 -2.88370 -0.755
O 0.72239 1.13052 2.21248 -0.717
O -0.59094 -2.63758 -0.46732 -0.713
O -1.34626 2.85014 1.39226 -0.605
N 2.33989 1.07299 -0.45598 -0.639
H 0.23228 -3.12423 -0.44004 0.308
H 1.38358 1.28294 -0.71922 0.258
H 1.67936 1.05293 2.02509 0.352
H 0.53320 -1.98826 -3.39012 0.267
H 0.43624 1.80922 1.58126 0.330
H -1.40309 0.86759 -1.24039 0.292
H -0.39552 -2.18131 -2.01280 0.503
H -0.66978 -1.91126 0.18814 0.404
H -0.61418 -0.18948 -2.08620 0.354
H -0.03537 -0.41775 2.00694 0.427
H -1.98580 2.51898 0.76194 0.294
H 3.06875 1.20344 -1.13052 0.187
H -1.78550 3.41850 2.03117 0.290
H 2.33578 0.12111 -0.11091 0.210
H -0.52807 -1.65602 2.76406 0.282
```

Summary:
Structure (SMILES): N.O.O.O.O.O.O
Frontier orbital gap: 10.03 eV

Of them, <two> has the lowest stability.

<one>
Density functional theory data (ωB97M-V with the def2-TZVPD basis set) for 2 unconnected molecules or ions with the total composition C2H3FO2.

```
8
Properties=species:S:1:pos:R:3:mulliken_charge:R:1
F 0.56951 -0.22089 1.50960 -0.222
O -0.39102 3.46010 1.07183 -0.021
O -0.15325 1.29138 0.13382 -0.431
C 0.15889 0.15176 0.30402 0.573
C -0.02689 -1.00882 -0.64496 -0.720
H -0.52935 -0.52872 -1.42756 0.274
H -0.54116 -1.75439 0.02635 0.267
H 0.91328 -1.39042 -0.97310 0.280
```

Summary:
Frontier orbital gap (spin up / spin down): 9.71 / 9.64 eV

<two>
Density functional theory data (ωB97M-V with the def2-TZVPD basis set) for a molecular structure, C2H3FO2.

```
8
Properties=species:S:1:pos:R:3:mulliken_charge:R:1
F -0.07858 1.69615 -0.17384 -0.174
O -2.02020 -0.46496 0.06132 -0.611
O 1.89005 0.72153 -0.72558 -0.409
C 0.70737 0.72273 -0.29637 0.900
C 0.95708 -0.45258 0.31374 -0.733
H -1.15796 -0.85037 -0.16250 0.330
H 1.15117 -1.41043 0.20711 0.359
H -1.44893 0.03793 0.77613 0.338
```

Summary:
Frontier orbital gap: 9.08 eV

<three>
Density functional theory data (ωB97M-V with the def2-TZVPD basis set) for a molecular structure, C2H3FO2.

```
8
Properties=species:S:1:pos:R:3:mulliken_charge:R:1
F -2.11319 -1.47548 -0.60803 -0.420
O -2.45892 0.98978 -0.35855 -0.267
O -2.45100 0.39983 0.95014 -0.269
C -1.64085 0.03237 -0.00480 0.987
C -0.19558 0.00865 0.12051 -0.828
H 0.34488 -0.97743 0.30756 0.283
H 0.15062 0.23788 -0.89582 0.239
H -0.08565 0.75849 1.04663 0.275
```

Summary:
Frontier orbital gap: 12.40 eV

Of them, <two> has the lowest stability.

<one>
Density functional theory data (ωB97M-V with the def2-TZVPD basis set) for C4H8N2 in the gas phase.

```
14
Properties=species:S:1:pos:R:3:mulliken_charge:R:1
N -2.60106 -0.54629 -0.15912 -0.383
N -2.08745 0.70630 -0.39298 -0.443
C 0.15836 -0.17754 0.38809 -0.369
C 1.53737 0.36199 0.28474 -0.120
C 2.48169 -0.22694 -0.49884 -0.821
C -0.84597 0.87606 -0.11459 -0.053
H -0.07931 -0.41367 1.45312 0.278
H 1.86914 1.22519 0.89897 0.310
H -2.17016 -1.09858 0.55732 0.187
H -0.48225 1.89186 -0.32895 0.399
H -3.58271 -0.54889 -0.06227 0.247
H 0.08835 -1.10486 -0.24782 0.293
H 3.50806 0.13116 -0.63778 0.264
H 2.20591 -1.07580 -1.13989 0.212
```

Summary:
Structure (SMILES): C=CC/C=N\N
Frontier orbital gap: 9.98 eV

<two>
Density functional theory data (ωB97M-V with the def2-TZVPD basis set) for C4H8N2 in the gas phase.

```
14
Properties=species:S:1:pos:R:3:mulliken_charge:R:1
N 0.64115 -1.13787 -0.25870 -0.561
N 0.10803 0.90025 1.58640 -0.641
C 1.30223 -0.37573 -1.30452 -0.355
C -0.04312 0.02203 -0.80953 -0.060
C -0.47654 0.99014 0.26012 -0.137
C -1.20780 0.31126 1.35720 -0.495
H -2.04969 0.77987 1.85731 0.273
H 0.28515 -2.03914 -0.55031 0.212
H -0.81650 -0.10643 -1.56938 0.314
H 0.79593 0.14689 1.56161 0.351
H -0.78969 1.98522 -0.05211 0.382
H 2.23662 0.12029 -1.05517 0.232
H 1.27743 -0.82196 -2.29818 0.267
H -1.26321 -0.77482 1.27526 0.217
```

Summary:
Structure (SMILES): C1N[C@H]1[C@H]1CN1
Frontier orbital gap: 10.25 eV

<three>
Density functional theory data (ωB97M-V with the def2-TZVPD basis set) for a molecular structure, C4H8N2.

```
14
Properties=species:S:1:pos:R:3:mulliken_charge:R:1
N -1.71686 -0.95219 0.89335 -0.489
N -0.68554 -2.00476 0.43138 -0.468
C -1.07647 -0.05140 0.20974 0.605
C -1.25376 1.44615 0.28890 -1.009
C 1.05693 -1.11506 -1.21278 -1.035
C -0.16534 -1.14064 -0.33657 0.513
H 0.60465 -1.49012 -2.14842 0.325
H 1.59005 -0.08993 -1.36428 0.270
H -1.09216 1.44453 1.33221 0.373
H -0.37581 1.94897 -0.12337 0.256
H -2.21564 1.90859 0.18539 0.338
H 1.45955 0.81501 1.49941 -0.161
H 1.73458 -1.90141 -0.85132 0.326
H 2.13582 1.18226 1.19635 0.156
```

Summary:
Frontier orbital gap: 9.13 eV

Of them, <three> has the lowest stability.